<1>
{"formula": "C3H6O2", "method": "the ωB97M-V functional and the def2-TZVPD basis", "symbols": ["C", "C", "C", "O", "O", "H", "H", "H", "H", "H", "H"], "positions_angstrom": [[-1.251, -0.272, -0.050], [-1.308, 1.183, 0.051], [1.347, -1.068, -0.566], [-2.006, -1.135, 0.230], [1.869, -0.081, 0.357], [-0.723, 1.781, -0.696], [-2.405, 1.540, 0.065], [-0.672, 1.480, 0.994], [1.793, -0.968, -1.561], [1.199, -1.987, 0.052], [2.158, -0.473, 1.124]], "lowdin_charge": [-0.275, -0.091, -0.033, 0.081, -0.131, 0.084, 0.106, 0.122, 0.052, 0.068, 0.016], "homo_energy_ha": [-0.2712, -0.2919], "lumo_ev": [0.73, 0.50], "gap_ha": [0.298, 0.310]}


<2>
{"formula": "C3H6O2", "method": "the ωB97M-V functional and the def2-TZVPD basis", "symbols": ["C", "C", "C", "H", "H", "H", "H", "H", "H", "O", "O"], "positions_angstrom": [[1.138, 0.620, -0.286], [0.508, -0.568, 0.456], [-1.808, -0.271, -0.188], [2.085, 0.904, 0.161], [1.423, 0.329, -1.295], [0.444, 1.513, -0.256], [1.261, -1.309, 0.563], [0.180, -0.204, 1.467], [-2.610, -0.843, -0.619], [-0.662, -1.017, -0.236], [-1.958, 0.846, 0.233]], "lowdin_charge": [-0.081, -0.224, -0.321, 0.067, 0.074, 0.091, 0.103, 0.134, 0.133, -0.051, 0.074], "homo_energy_ha": -0.3971, "smiles": "CCOC=O", "lumo_ev": 0.99, "gap_ha": 0.433}


Of them, <1> has the lowest stability.


<1>
{"formula": "C3H6O2", "method": "the ωB97M-V functional and the def2-TZVPD basis", "symbols": ["C", "C", "H", "H", "H", "H", "O", "C", "O", "H", "H"], "positions_angstrom": [[-2.109, -0.539, 1.003], [-1.039, -0.137, 1.665], [-2.199, -0.390, -0.075], [-3.023, -0.933, 1.432], [-0.115, 0.189, 1.216], [-0.951, -0.287, 2.733], [1.535, -0.645, -0.291], [1.344, 0.130, -1.185], [0.399, 1.107, -1.187], [1.716, -0.071, -2.188], [-0.251, 0.919, -0.481]], "lowdin_charge": [-0.063, -0.066, 0.047, 0.047, 0.014, 0.053, 0.065, -0.363, 0.052, 0.137, 0.076], "homo_energy_ha": -0.3852, "smiles": "O=CO.C=C", "lumo_ev": 0.95, "gap_ha": 0.420}


<2>
{"formula": "C3H6O2", "method": "the ωB97M-V functional and the def2-TZVPD basis", "symbols": ["C", "O", "C", "C", "O", "H", "H", "H", "H", "H", "H"], "positions_angstrom": [[-1.309, 0.697, 0.149], [-0.837, -0.538, 0.627], [0.368, -0.983, 0.064], [1.447, 0.065, -0.147], [2.620, -0.190, -0.023], [-0.942, 1.539, 0.751], [-1.007, 0.880, -0.888], [-2.398, 0.680, 0.205], [0.193, -1.433, -0.929], [0.752, -1.782, 0.701], [1.114, 1.064, -0.509]], "lowdin_charge": [-0.125, -0.174, -0.189, -0.231, 0.060, 0.093, 0.085, 0.090, 0.137, 0.134, 0.120], "homo_energy_ha": -0.3562, "smiles": "COCC=O", "lumo_ev": 0.85, "gap_ha": 0.387}


<3>
{"formula": "C3H6O2", "method": "the ωB97M-V functional and the def2-TZVPD basis", "symbols": ["O", "C", "H", "H", "C", "C", "O", "H", "H", "H", "H"], "positions_angstrom": [[2.539, 1.295, -4.061], [3.002, 0.716, -3.094], [2.375, 0.744, -2.252], [3.961, 0.258, -3.145], [-2.179, -1.096, 1.171], [-1.558, -0.001, 1.705], [-0.904, -0.222, 2.856], [-2.786, -1.025, 0.323], [-2.000, -2.096, 1.615], [-1.456, 0.927, 1.350], [-0.994, 0.500, 3.532]], "lowdin_charge": [-0.021, -0.107, 0.059, 0.069, 0.031, -0.271, -0.042, 0.019, 0.072, 0.062, 0.128], "homo_energy_ha": -0.3291, "smiles": "C=CO.C=O", "lumo_ev": 0.72, "gap_ha": 0.356}


Of them, <3> has the lowest stability.


<1>
{"formula": "C3H6O2", "method": "the ωB97M-V functional and the def2-TZVPD basis", "symbols": ["C", "C", "C", "H", "H", "H", "H", "H", "H", "O", "O"], "positions_angstrom": [[0.551, 0.093, 0.365], [-0.569, 1.018, -0.169], [-0.397, -0.995, -0.121], [2.502, 0.202, 0.570], [0.568, 0.008, 1.427], [-0.921, 1.904, 0.505], [-0.366, 1.225, -1.204], [-0.682, -1.888, 0.528], [-0.168, -1.268, -1.210], [1.725, -0.013, -0.221], [-1.530, -0.096, 0.088]], "lowdin_charge": [-0.472, -0.097, -0.156, 0.227, 0.140, 0.146, 0.108, 0.137, 0.142, -0.034, -0.142], "homo_energy_ha": -0.3576, "lumo_ev": 0.44, "gap_ha": 0.374}


<2>
{"formula": "C3H6O2", "method": "the ωB97M-V functional and the def2-TZVPD basis", "symbols": ["C", "O", "C", "C", "O", "H", "H", "H", "H", "H", "H"], "positions_angstrom": [[-1.590, 0.673, 0.425], [-0.619, 0.163, -0.475], [0.523, -0.432, 0.083], [1.704, -0.375, -0.835], [2.842, -0.264, -0.450], [-2.266, -0.110, 0.795], [-1.141, 1.187, 1.289], [-2.181, 1.415, -0.124], [0.549, -1.555, 0.085], [0.750, -0.045, 1.084], [1.431, -0.657, -1.876]], "lowdin_charge": [-0.100, -0.180, -0.203, -0.250, 0.056, 0.088, 0.088, 0.090, 0.145, 0.132, 0.134], "homo_energy_ha": -0.3555, "smiles": "COCC=O", "lumo_ev": 0.91, "gap_ha": 0.389}


Of them, <1> has the lowest stability.


<1>
{"formula": "C3H6O2", "method": "the ωB97M-V functional and the def2-TZVPD basis", "symbols": ["O", "C", "C", "C", "O", "H", "H", "H", "H", "H", "H"], "positions_angstrom": [[1.950, 0.042, 0.110], [0.833, -0.676, 0.570], [-0.403, -0.393, -0.292], [-1.246, 0.798, -0.152], [-0.257, 0.720, -1.171], [1.612, 0.670, -0.548], [1.051, -1.750, 0.513], [0.642, -0.440, 1.627], [-0.853, -1.261, -0.773], [-1.058, 1.523, 0.639], [-2.270, 0.769, -0.524]], "lowdin_charge": [-0.056, -0.216, -0.256, -0.101, -0.061, 0.078, 0.116, 0.119, 0.141, 0.121, 0.113], "homo_energy_ha": -0.3728, "smiles": "OC[C@H]1CO1", "lumo_ev": 1.06, "gap_ha": 0.412}


<2>
{"formula": "C3H6O2", "method": "the ωB97M-V functional and the def2-TZVPD basis", "symbols": ["C", "C", "O", "C", "O", "H", "H", "H", "H", "H", "H"], "positions_angstrom": [[-1.817, 0.278, 0.276], [0.121, -0.945, 0.012], [-0.428, 0.122, 0.563], [1.514, -0.523, -0.317], [1.983, 0.708, 0.153], [-2.388, -0.609, 0.553], [-1.881, 0.439, -0.801], [-2.142, 1.174, 0.803], [1.348, -0.497, -1.421], [2.245, -1.319, -0.150], [1.235, 1.113, 0.618]], "lowdin_charge": [-0.058, -0.006, -0.184, -0.297, -0.057, 0.091, 0.093, 0.092, 0.131, 0.118, 0.077], "homo_energy_ha": -0.3277, "lumo_ev": 0.82, "gap_ha": 0.358}


Of them, <2> has the lowest stability.


<1>
{"formula": "C3H6O2", "method": "the ωB97M-V functional and the def2-TZVPD basis", "symbols": ["O", "C", "C", "C", "O", "H", "H", "H", "H", "H", "H"], "positions_angstrom": [[1.162, -0.666, -1.662], [0.299, -0.542, -0.558], [0.449, 0.616, 0.537], [-0.963, 0.510, 1.069], [-1.424, -0.555, 1.412], [0.605, -0.841, -2.434], [0.369, -1.424, 0.086], [-0.721, -0.465, -0.949], [0.668, 1.651, 0.240], [1.193, 0.333, 1.299], [-1.638, 1.383, 0.958]], "lowdin_charge": [-0.057, -0.255, -0.104, -0.290, 0.034, 0.091, 0.119, 0.113, 0.108, 0.118, 0.125], "homo_energy_ha": -0.3590, "smiles": "O=CCCO", "lumo_ev": 0.79, "gap_ha": 0.388}


<2>
{"formula": "C3H6O2", "method": "the ωB97M-V functional and the def2-TZVPD basis", "symbols": ["C", "C", "O", "C", "O", "H", "H", "H", "H", "H", "H"], "positions_angstrom": [[-1.550, -0.074, -0.177], [-0.149, 0.167, 0.300], [-0.040, 0.884, 1.279], [1.133, -0.330, -0.331], [2.199, 0.429, 0.152], [-2.054, -0.867, 0.380], [-1.705, -0.252, -1.249], [-1.948, 0.856, 0.237], [1.086, -0.274, -1.426], [1.223, -1.399, -0.066], [1.842, 0.881, 0.941]], "lowdin_charge": [-0.004, -0.410, 0.063, -0.209, -0.053, 0.090, 0.088, 0.091, 0.130, 0.135, 0.080], "homo_energy_ha": -0.3790, "smiles": "CC(=O)CO", "lumo_ev": 0.87, "gap_ha": 0.411}


Of them, <1> has the lowest stability.


<1>
{"formula": "C3H6O2", "method": "the ωB97M-V functional and the def2-TZVPD basis", "symbols": ["C", "O", "C", "C", "O", "H", "H", "H", "H", "H", "H"], "positions_angstrom": [[-1.392, 0.557, 0.347], [-0.718, -0.452, 0.768], [0.538, -0.773, 0.475], [1.529, 0.217, 0.144], [2.695, -0.041, -0.098], [-0.915, 1.381, -0.171], [-0.978, -0.293, -1.579], [-2.421, 0.579, 0.675], [-0.322, -0.682, -1.525], [0.806, -1.769, 0.798], [1.178, 1.275, 0.166]], "lowdin_charge": [-0.042, -0.106, -0.144, -0.309, 0.014, 0.077, 0.081, 0.090, 0.091, 0.128, 0.120], "homo_energy_ha": [-0.3141, -0.3099], "lumo_ev": [-0.37, -0.67], "gap_ha": [0.300, 0.285]}


<2>
{"formula": "C3H6O2", "method": "the ωB97M-V functional and the def2-TZVPD basis", "symbols": ["C", "C", "C", "H", "H", "H", "H", "H", "H", "O", "O"], "positions_angstrom": [[1.555, 0.023, 0.073], [0.244, -0.445, -0.133], [-2.011, 0.401, -0.011], [2.176, 0.792, -0.704], [2.272, -0.696, -0.079], [1.680, 0.322, 1.089], [0.070, -1.030, -0.997], [-0.292, -1.111, 0.754], [-2.600, 1.644, 0.078], [-0.672, 0.730, -0.080], [-2.422, -0.630, 0.010]], "lowdin_charge": [-0.122, -0.254, -0.450, 0.169, 0.037, 0.075, 0.105, 0.180, 0.211, -0.096, 0.144], "homo_energy_ha": -0.3880, "lumo_ev": 1.01, "gap_ha": 0.425}


Of them, <1> has the lowest stability.